Run 1
The following is a DFT calculation (ωB97M-V/def2-TZVPD) of a cluster of 2 separate species, C5H12NOS in total.

Computed properties:
E_HOMO in eV: -14.01
Total charge: +1
Gap between HOMO and LUMO in eV: 8.67

Cartesian coordinates (Å):
C -1.361 -1.619 -1.133
C -1.463 2.084 0.086
C 3.042 -0.007 0.663
C -0.908 -1.113 0.198
C 0.375 -0.341 0.430
N -0.238 1.399 -0.339
O 0.574 1.774 -1.096
S 1.784 -0.675 -0.452
H -0.482 -2.260 -1.575
H -2.295 -2.249 -1.091
H -1.724 -0.916 -1.785
H -1.434 2.316 1.121
H -2.253 1.411 -0.268
H -1.604 3.079 -0.484
H 3.439 1.007 0.751
H 3.914 -0.612 0.370
H 2.704 -0.528 1.614
H -1.909 -0.700 0.678
H -0.683 -1.987 0.838
H 0.521 -0.064 1.474

Run 2
The following is a DFT calculation (ωB97M-V/def2-TZVPD) of the ion C5H12NOS with charge +1.

Computed properties:
E_HOMO in eV: -12.94
Total charge: +1
Gap between HOMO and LUMO in eV: 7.97

Cartesian coordinates (Å):
C 0.708 -0.232 0.613
C 0.215 1.263 -1.526
C -0.498 -0.973 -1.646
C 0.202 -0.971 1.860
C -0.317 0.127 -0.660
N -0.040 -0.274 2.903
O 1.310 0.907 1.165
S -1.910 0.541 0.138
H 1.185 -0.977 -0.011
H 0.527 2.184 -0.887
H 1.062 0.993 -2.250
H -0.513 1.468 -2.200
H 0.174 -0.961 -2.424
H -1.474 -1.092 -2.149
H -0.290 -2.069 -1.183
H 0.116 -2.027 1.830
H 2.241 0.926 0.990
H 0.037 0.682 2.614
H -0.348 -0.819 3.685
H -2.387 1.304 -0.861

Which of them is the most stable? Correct choice: run 2.

Run 1
The following is a DFT calculation (ωB97M-V/def2-TZVPD) of the ion CH4ClNO2P with charge -1.

Computed properties:
E_HOMO in eV: -5.41
Total charge: -1
Gap between HOMO and LUMO in eV: 9.41

Cartesian coordinates (Å):
C 0.211 0.005 -0.210
N -0.803 -0.554 0.553
O -3.290 -1.157 1.020
O -2.330 -1.116 -1.419
P -2.361 -0.728 -0.029
Cl -2.912 1.500 -0.084
H 1.234 -0.274 -0.094
H -0.018 -0.336 -1.229
H 0.269 1.109 -0.314
H -0.722 -0.417 1.491

Run 2
The following is a DFT calculation (ωB97M-V/def2-TZVPD) of a cluster of 2 separate species, CH4ClNO2P in total.

Computed properties:
E_HOMO (spin up / spin down) in eV: -3.21 / -3.21
Total charge: -1
Gap between HOMO and LUMO (spin up / spin down) in eV: 7.16 / 7.16

Cartesian coordinates (Å):
C 0.741 0.547 -1.566
N -0.834 0.390 1.544
O -1.230 2.842 0.676
O 1.044 2.225 1.724
P -0.171 1.862 0.976
Cl 0.641 1.486 -3.048
H 1.791 0.337 -1.375
H 0.173 -0.374 -1.707
H -0.120 -0.321 1.622
H -1.598 0.088 0.957

Which of them is the most stable? Correct choice: run 1.

Run 1
The following is a DFT calculation (ωB97M-V/def2-TZVPD) of a structure of composition C3H3Br2ClO.

Computed properties:
E_HOMO in eV: -10.36
Gap between HOMO and LUMO in eV: 10.44

Cartesian coordinates (Å):
C -2.482 -0.723 1.368
C -0.222 -0.145 0.051
C -1.699 0.158 0.160
O -3.335 -0.380 2.080
Cl -1.729 -2.346 1.215
Br -2.672 -0.493 -1.434
Br -2.131 2.018 0.349
H 0.180 0.456 -0.790
H -0.123 -1.191 -0.315
H 0.250 -0.175 1.075

Run 2
The following is a DFT calculation (ωB97M-V/def2-TZVPD) of a structure of composition C3H3Br2ClO.

Computed properties:
E_HOMO in eV: -8.15
Gap between HOMO and LUMO in eV: 7.47

Cartesian coordinates (Å):
C -0.501 0.256 0.455
C 0.788 -0.767 2.217
C 0.009 0.294 -1.874
O 0.259 0.560 -0.494
Cl -1.979 -0.518 0.110
Br -0.462 -1.067 3.565
Br 2.022 0.549 2.667
H 0.879 0.653 -2.422
H -0.891 0.818 -2.201
H -0.125 -0.778 -2.024

Which of them is the most stable? Correct choice: run 1.

Run 1
The following is a DFT calculation (ωB97M-V/def2-TZVPD) of the ion C5H8N3 with charge +1.

Computed properties:
E_HOMO in eV: -12.56
Total charge: +1
Gap between HOMO and LUMO in eV: 8.65

Cartesian coordinates (Å):
C 0.707 -1.341 0.093
C 1.952 -0.764 -0.036
C 1.013 1.299 0.019
C -0.533 -0.722 -0.047
C -0.362 0.673 -0.031
N 2.136 0.557 -0.021
N -1.734 -1.376 0.007
N -1.379 1.556 0.063
H 0.555 -2.443 0.191
H 2.921 -1.241 -0.064
H 1.155 2.400 0.121
H 3.095 0.840 -0.123
H -1.751 -2.367 -0.249
H -2.561 -0.951 -0.452
H -1.388 2.489 -0.407
H -2.286 1.310 0.294

Run 2
The following is a DFT calculation (ωB97M-V/def2-TZVPD) of a cluster of 2 separate species, C5H8N3 in total.

Computed properties:
E_HOMO (spin up / spin down) in eV: -14.65 / -14.65
Total charge: +1
Gap between HOMO and LUMO (spin up / spin down) in eV: 7.30 / 7.29

Cartesian coordinates (Å):
C 1.989 1.220 0.001
C 2.177 -0.015 -1.001
C -2.232 -0.100 0.692
C -1.733 0.126 -0.726
C 1.227 -0.560 0.847
N 1.306 0.776 1.028
N 1.703 -1.000 -0.351
N -1.080 -0.917 0.139
H 2.185 2.333 -0.079
H 2.796 -0.079 -1.832
H -1.739 0.744 1.226
H -3.110 -0.526 1.069
H -2.039 -0.169 -1.674
H -1.286 1.211 -0.892
H 1.203 -1.227 1.790
H -1.366 -1.818 -0.237

Which of them is the most stable? Correct choice: run 1.

Run 1
The following is a DFT calculation (ωB97M-V/def2-TZVPD) of the molecule C3H8N2S2.

Computed properties:
E_HOMO in eV: -8.55
Gap between HOMO and LUMO in eV: 9.06

Cartesian coordinates (Å):
C 1.715 0.617 -0.302
C 0.909 -0.600 -0.915
C -1.779 0.012 0.065
H 1.118 1.114 1.646
H 2.143 -0.215 1.500
H 1.243 1.531 -0.577
H 2.740 0.588 -0.800
H 1.622 -1.492 -0.851
H 0.543 -0.431 -1.957
H -3.129 -1.548 0.537
H -3.819 -0.001 0.249
N 1.817 0.613 1.113
N -2.997 -0.590 0.322
S -0.502 -1.237 0.132
S -1.625 1.638 -0.162

Run 2
The following is a DFT calculation (ωB97M-V/def2-TZVPD) of the molecule C3H8N2S2.

Computed properties:
E_HOMO in eV: -8.39
Gap between HOMO and LUMO in eV: 8.90

Cartesian coordinates (Å):
C -2.002 0.735 0.112
C -1.221 -0.273 0.928
C 1.316 -0.213 -0.066
H -2.290 -0.159 -1.578
H -3.373 -0.710 -0.532
H -1.352 1.454 -0.383
H -2.513 1.354 0.871
H -1.901 -0.972 1.394
H -0.733 0.153 1.836
H 2.584 -1.766 -0.442
H 3.202 -0.155 -0.384
N -2.893 0.149 -0.881
N 2.443 -0.777 -0.432
S 0.017 -1.270 0.121
S 1.294 1.502 0.040

Which of them is the most stable? Correct choice: run 2.